[1]
{"formula": "C7H17NO", "method": "wB97M-V/def2-TZVPD", "max_force_ev_per_a": 5.927, "total_energy_ha": -406.77809, "total_charge": 0, "molar_mass_g_mol": 131.22, "e_above_lowest_kcal_mol": 95.53, "symbols": ["C", "C", "C", "C", "C", "O", "N", "H", "H", "H", "H", "H", "H", "H", "H", "H", "H", "H", "C", "C", "H", "H", "H", "H", "H", "H"], "xyz": [[-0.042, -0.498, -0.058], [-0.546, -0.562, 1.371], [-1.734, -2.203, 0.097], [1.049, -1.732, -2.518], [-0.134, -2.327, -1.785], [-0.689, -3.373, -2.211], [-0.589, -1.703, -0.698], [-0.391, 0.371, -0.566], [1.041, -0.462, -0.138], [-0.584, 0.434, 1.864], [0.041, -1.289, 1.895], [-1.392, -3.097, 0.598], [1.834, -1.505, -1.778], [-1.526, -0.883, 1.233], [-1.923, -1.463, 0.783], [-2.586, -2.330, -0.526], [1.391, -2.453, -3.272], [0.708, -0.802, -3.069], [0.735, 3.210, 0.305], [0.786, 3.279, 1.854], [1.261, 4.058, -0.102], [1.187, 2.365, -0.032], [-0.274, 3.152, -0.028], [0.321, 2.352, 2.285], [0.232, 4.195, 2.279], [1.825, 3.265, 2.218]], "lowdin_charge": [-0.1775, -0.0593, -0.0101, -0.0043, -0.5121, -0.0022, -0.0754, 0.1045, 0.1089, 0.0875, 0.1024, 0.1197, 0.0727, -0.0232, -0.0249, 0.1012, 0.0842, 0.1075, -0.1558, -0.1568, 0.0627, 0.0088, 0.0542, 0.0410, 0.0875, 0.0590]}



[2]
{"formula": "C4H5N3O", "method": "wB97M-V/def2-TZVPD", "max_force_ev_per_a": 7.223, "total_energy_ha": -394.68298, "total_charge": 0, "molar_mass_g_mol": 111.10, "e_above_lowest_kcal_mol": 178.58, "symbols": ["C", "C", "C", "C", "H", "H", "H", "H", "H", "N", "N", "N", "O"], "xyz": [[-0.433, 0.212, -0.111], [0.492, 1.329, -0.348], [1.811, 0.910, 0.213], [1.120, -1.471, -0.285], [-3.243, 0.128, 1.267], [-2.210, -1.182, 0.164], [0.498, 2.509, -0.854], [2.736, 1.393, -0.031], [1.549, -2.395, -0.750], [-2.702, -0.324, 0.166], [-1.645, 0.560, 0.118], [-0.085, -1.223, -0.201], [2.111, -0.447, 0.651]], "lowdin_charge": [-0.3880, -0.0186, -0.1082, -0.0067, 0.2316, 0.0070, 0.1814, 0.0798, 0.1406, -0.0157, -0.0767, 0.1134, -0.1398]}



[3]
{"formula": "C5H14Cl3MnO4", "method": "wB97M-V/def2-TZVPD", "max_force_ev_per_a": 9.960, "total_energy_ha": -3030.62744, "total_charge": 1, "spin_multiplicity": 6, "molar_mass_g_mol": 299.46, "e_above_lowest_kcal_mol": 262.47, "symbols": ["Mn", "Cl", "C", "C", "O", "O", "H", "H", "H", "H", "H", "H", "C", "C", "O", "O", "H", "H", "H", "H", "H", "H", "C", "Cl", "Cl", "H", "H"], "xyz": [[6.637, -4.466, -23.251], [4.883, -4.377, -22.745], [2.255, -4.933, -24.034], [2.723, -3.797, -24.936], [4.184, -3.762, -25.158], [2.397, -4.788, -22.599], [2.592, -5.918, -24.357], [1.191, -5.142, -24.145], [2.564, -2.838, -24.443], [2.109, -3.725, -25.834], [4.627, -3.851, -24.310], [3.275, -5.139, -22.434], [3.482, -3.499, -20.031], [2.931, -4.269, -18.750], [3.965, -4.340, -17.933], [4.532, -4.299, -20.593], [3.793, -2.515, -19.680], [2.645, -3.270, -20.690], [2.418, -5.209, -18.956], [2.207, -3.618, -18.259], [4.641, -4.255, -18.609], [4.672, -3.987, -21.490], [3.012, -2.561, -22.352], [1.286, -2.650, -21.951], [3.739, -1.419, -21.146], [3.433, -3.566, -22.334], [2.963, -2.053, -23.315]], "mulliken_spin": [4.6481, 0.4930, 0.0026, -0.0015, 0.0101, 0.0168, 0.0014, 0.0012, 0.0017, 0.0001, -0.1610, 0.0084, -0.0052, 0.0071, 0.0011, 0.0698, 0.0016, -0.0015, -0.0002, 0.0003, -0.0007, -0.1320, 0.0067, 0.0043, 0.0003, 0.0312, -0.0037]}



[4]
{"formula": "C21H17N6O2S2Ti", "method": "wB97M-V/def2-TZVPD", "max_force_ev_per_a": 0.760, "total_energy_ha": -2934.49756, "total_charge": 3, "molar_mass_g_mol": 497.41, "e_above_lowest_kcal_mol": 8.98, "symbols": ["Ti", "N", "C", "C", "C", "C", "C", "C", "S", "N", "C", "C", "C", "C", "C", "C", "N", "H", "H", "H", "H", "H", "H", "H", "H", "H", "O", "C", "N", "C", "O", "C", "C", "C", "C", "C", "C", "H", "H", "H", "H", "N", "C", "N", "S", "H", "H", "H", "H"], "xyz": [[0.364, 0.265, 0.274], [0.066, 1.860, 3.981], [0.039, 0.903, 5.043], [-0.172, 1.357, 6.332], [-0.252, 0.437, 7.368], [-0.139, -0.918, 7.098], [0.060, -1.368, 5.795], [0.160, -0.449, 4.768], [0.542, -1.054, 3.153], [0.215, 0.365, 2.190], [0.075, 1.604, 2.705], [-0.094, 2.695, 1.706], [-0.097, 4.039, 1.991], [-0.260, 4.944, 0.943], [-0.411, 4.470, -0.346], [-0.377, 3.103, -0.563], [-0.226, 2.232, 0.441], [-0.054, 2.823, 4.269], [-0.278, 2.417, 6.532], [-0.411, 0.782, 8.380], [-0.206, -1.638, 7.901], [0.146, -2.429, 5.596], [0.033, 4.413, 2.997], [-0.263, 6.008, 1.143], [-0.542, 5.143, -1.182], [-0.472, 2.688, -1.559], [1.557, -1.099, -0.430], [2.543, -0.250, -0.407], [2.112, 0.996, -0.132], [3.287, 1.853, 0.026], [3.219, 2.992, 0.350], [4.441, 0.958, -0.294], [5.782, 1.245, -0.345], [6.645, 0.186, -0.659], [6.176, -1.102, -0.903], [4.816, -1.394, -0.844], [3.968, -0.342, -0.542], [6.158, 2.240, -0.152], [7.709, 0.375, -0.714], [6.880, -1.887, -1.143], [4.447, -2.393, -1.034], [-1.885, -2.975, -1.347], [-1.940, -1.705, -1.679], [-2.189, -1.321, -2.912], [-1.781, -0.500, -0.404], [-2.077, -3.714, -2.011], [-1.721, -3.243, -0.389], [-2.380, -1.985, -3.652], [-2.317, -0.345, -3.126]], "lowdin_charge": [0.9733, 0.2090, -0.2033, 0.0217, -0.0138, -0.0101, -0.0580, -0.4385, 1.0726, -0.3847, -0.2534, -0.1654, 0.0602, 0.0469, 0.0345, -0.0469, -0.0422, 0.1666, 0.1348, 0.1326, 0.1336, 0.1264, 0.1370, 0.1465, 0.1424, 0.1382, -0.0622, -0.3427, 0.0295, -0.3133, 0.1965, -0.0663, 0.0573, 0.0219, 0.0019, 0.0574, -0.0893, 0.1439, 0.1349, 0.1325, 0.1395, 0.1775, -0.7569, 0.1761, 0.7346, 0.1550, 0.1299, 0.1542, 0.1283]}



[5]
{"formula": "C5H8N2", "method": "wB97M-V/def2-TZVPD", "max_force_ev_per_a": 2.298, "total_energy_ha": -304.66503, "total_charge": 0, "molar_mass_g_mol": 96.13, "e_above_lowest_kcal_mol": 106.97, "symbols": ["C", "N", "N", "C", "C", "C", "C", "H", "H", "H", "H", "H", "H", "H", "H"], "xyz": [[-2.122, -0.034, -0.774], [-0.904, 0.112, 0.015], [-0.729, 1.162, 0.792], [1.181, -0.601, 0.889], [0.005, -0.838, 0.019], [2.282, 0.012, 0.172], [3.161, 0.567, -0.426], [0.729, 0.296, 1.530], [-1.592, 1.703, 0.841], [1.511, -1.520, 1.376], [-0.155, -1.723, -0.570], [-2.174, 0.771, -1.508], [-2.988, 0.037, -0.115], [-2.134, -0.997, -1.281], [3.929, 1.053, -0.959]], "lowdin_charge": [-0.0148, -0.3161, 0.0215, -0.2091, -0.1085, -0.1636, 0.1035, 0.1324, 0.0390, 0.1135, 0.1141, 0.0965, 0.0945, 0.0861, 0.0112]}



[6]
{"formula": "C2H6OSi2", "method": "wB97M-V/def2-TZVPD", "max_force_ev_per_a": 3.687, "total_energy_ha": -733.83999, "total_charge": 0, "molar_mass_g_mol": 102.24, "e_above_lowest_kcal_mol": 99.37, "symbols": ["C", "C", "O", "Si", "Si", "H", "H", "H", "H", "H", "H"], "xyz": [[1.859, 0.266, 0.981], [1.118, -0.581, 1.700], [-1.901, 0.053, -0.770], [-1.575, 0.725, -2.077], [-0.459, -1.409, 1.528], [2.756, 0.620, 1.472], [1.624, 0.544, 0.020], [-0.510, 0.299, -3.212], [-2.376, 1.816, -2.491], [-0.694, -2.369, 0.389], [-1.384, -1.728, 2.618]], "lowdin_charge": [-0.1680, -0.3621, -0.4949, 0.6276, 0.7158, 0.0308, -0.0041, -0.0398, -0.0952, -0.0969, -0.1131]}